3 unconnected molecules or ions with the total composition C11H23FNO10P, computed with ωB97M-V with the def2-TZVPD basis set.

Results
Calculated total energy ... -1681.1616 a.u.
LUMO ... -0.0526 Ha
Molecular weight ... 379.27 g mol⁻¹
ΔE to the lowest compared entry with this formula, charge and spin ... 6.328 eV
Orbital gap ... 7.98 eV
SMILES ... O=C(F)NC(=O)OC(=O)OP(=O)(O)O.CCOCC.CCOCC

Geometry (Å):
O -0.44192 3.25672 1.94589
C -0.96931 2.03133 1.88281
F -1.23351 1.35701 3.20878
N -1.37076 1.28641 0.62661
C -0.13326 0.91252 -0.21629
O 1.04269 1.56914 -0.10085
O -0.33400 -0.16989 -1.19473
C 0.76724 -1.14467 -1.18528
O 1.58070 -1.42295 -0.16379
O 0.95025 -1.93701 -2.44491
P 2.16226 -1.21260 -3.46573
O 1.92003 0.30923 -3.81765
O 2.07846 -2.09005 -5.00803
O 3.75415 -1.56289 -2.82121
H -1.99942 1.89811 0.05146
H 2.28738 -1.44307 -5.74416
H 4.33143 -1.67284 -3.63737
C 2.93350 1.16374 6.99476
C 4.03190 1.07052 5.95092
O 3.76958 0.10427 4.93338
C 2.59375 0.31038 4.15435
C 2.58974 1.62700 3.39852
H 2.76785 0.18873 7.46579
H 3.20506 1.88732 7.77041
H 1.98316 1.48088 6.55973
H 4.96043 0.76064 6.44276
H 4.23514 2.04803 5.49976
H 1.70296 0.20958 4.78107
H 2.55253 -0.51116 3.42847
H 2.61748 2.48540 4.07469
H 1.68670 1.71299 2.78554
H 3.46645 1.69742 2.74516
C -2.16281 -0.63162 -3.49195
C -3.11868 -1.58123 -2.79243
O -4.37912 -0.99001 -2.47690
C -5.14420 -0.50750 -3.57862
C -5.50345 -1.58492 -4.58604
H -1.99262 0.26117 -2.88046
H -1.20100 -1.12294 -3.67212
H -2.55284 -0.29674 -4.45565
H -2.67358 -1.89214 -1.84094
H -3.26671 -2.49686 -3.37560
H -4.62868 0.32919 -4.05888
H -6.07070 -0.09653 -3.15881
H -4.61524 -2.02375 -5.04790
H -6.12518 -1.16871 -5.38532
H -6.05385 -2.39768 -4.09926

These are the Mulliken partial charges, in e, on atoms 1 to 4: atom 1 (O): -0.390, atom 2 (C): 0.496, atom 3 (F): -0.230, atom 4 (N): -0.141